The following is a DFT calculation (the ωB97M-V functional and the def2-TZVPD basis) of a cluster of 8 separate species, C58H91N8O8 in total in a non-equilibrium geometry.

Geometry (Å):
C: -5.962 4.619 11.020
N: -5.110 4.081 9.891
C: -5.683 3.631 8.802
C: -4.900 3.153 7.750
C: -3.505 3.144 7.775
C: -2.906 3.602 8.992
C: -3.761 3.965 10.019
C: -2.665 2.865 6.570
C: -1.432 2.222 6.809
C: -0.685 2.005 5.729
N: -1.009 2.433 4.475
C: -2.205 2.960 4.193
C: -3.073 3.261 5.274
C: 0.013 2.267 3.377
H: -6.046 5.692 10.881
H: -5.472 4.461 11.941
H: -6.886 4.093 11.040
H: -6.744 3.710 8.776
H: -5.530 2.910 6.938
H: -1.832 3.569 9.223
H: -3.346 4.162 10.960
H: -1.057 1.873 7.716
H: 0.309 1.529 5.721
H: -2.353 3.192 3.143
H: -3.982 3.883 5.142
H: 0.680 3.197 3.222
H: -0.518 2.060 2.467
H: 0.702 1.493 3.667
C: -2.797 -3.940 -6.514
N: -2.027 -2.804 -6.005
C: -0.988 -2.220 -6.659
C: -0.409 -1.043 -6.213
C: -0.821 -0.479 -4.996
C: -1.793 -1.201 -4.290
C: -2.308 -2.319 -4.809
C: -0.059 0.722 -4.473
C: -0.149 1.037 -3.106
C: 0.512 2.116 -2.580
N: 1.328 2.867 -3.364
C: 1.568 2.477 -4.599
C: 0.846 1.525 -5.247
C: 1.788 4.183 -2.948
H: -3.189 -3.618 -7.483
H: -3.658 -4.075 -5.876
H: -2.054 -4.754 -6.512
H: -0.766 -2.722 -7.615
H: 0.364 -0.625 -6.845
H: -2.215 -0.761 -3.420
H: -3.167 -2.772 -4.340
H: -0.763 0.448 -2.483
H: 0.403 2.450 -1.567
H: 2.308 3.153 -5.016
H: 1.044 1.423 -6.325
H: 1.661 4.207 -1.840
H: 1.103 4.906 -3.387
H: 2.805 4.411 -3.139
C: -4.128 -1.015 -0.687
N: -5.341 -0.532 -1.300
C: -5.315 0.550 -2.027
C: -6.416 0.869 -2.765
C: -7.570 0.062 -2.751
C: -7.535 -1.051 -1.952
C: -6.392 -1.322 -1.224
C: -8.834 0.466 -3.514
C: -9.749 -0.558 -3.780
C: -10.812 -0.354 -4.563
N: -10.996 0.835 -5.141
C: -10.154 1.893 -4.893
C: -9.065 1.714 -4.064
C: -12.177 1.103 -6.002
H: -3.739 -1.835 -1.292
H: -4.384 -1.356 0.371
H: -3.503 -0.146 -0.585
H: -4.481 1.217 -1.849
H: -6.324 1.828 -3.258
H: -8.291 -1.803 -1.873
H: -6.312 -2.199 -0.613
H: -9.601 -1.596 -3.423
H: -11.613 -1.059 -4.645
H: -10.245 2.883 -5.381
H: -8.424 2.558 -3.912
H: -12.969 1.514 -5.389
H: -12.597 0.139 -6.355
H: -11.886 1.832 -6.700
C: 1.822 -3.066 2.722
C: 2.313 -4.403 2.212
N: 2.021 -5.559 3.134
C: 2.669 -5.298 4.478
C: 0.465 -5.750 3.380
C: 0.015 -6.819 4.392
C: 2.515 -6.779 2.549
C: 3.988 -6.932 2.317
O: 4.662 -7.076 3.592
C: 5.895 -7.781 3.496
H: 2.339 -2.704 3.660
H: 0.782 -3.142 2.874
H: 2.182 -2.343 1.982
H: 3.394 -4.305 2.107
H: 1.880 -4.641 1.256
H: 3.758 -5.132 4.311
H: 2.653 -6.292 4.862
H: 2.026 -4.574 4.975
H: 0.002 -5.746 2.441
H: 0.197 -4.804 3.844
H: -1.060 -6.878 4.310
H: 0.330 -6.422 5.345
H: 0.429 -7.793 4.155
H: 1.957 -6.922 1.665
H: 2.121 -7.630 3.179
H: 4.475 -6.142 1.706
H: 4.129 -7.875 1.738
H: 6.441 -7.828 4.432
H: 6.576 -7.181 2.814
H: 5.814 -8.743 3.081
C: 9.724 1.193 -0.250
C: 9.703 1.606 -1.646
N: 8.602 2.539 -2.098
C: 8.551 2.575 -3.588
C: 7.296 2.065 -1.633
C: 6.861 0.743 -2.162
C: 8.616 3.969 -1.645
C: 9.964 4.618 -1.493
O: 10.727 4.463 -2.723
C: 11.884 5.358 -2.779
H: 9.409 1.922 0.508
H: 10.807 1.013 0.041
H: 9.227 0.246 -0.196
H: 9.639 0.773 -2.317
H: 10.623 2.132 -2.001
H: 7.537 3.055 -3.794
H: 8.592 1.515 -3.942
H: 9.305 3.283 -3.971
H: 6.638 2.880 -1.918
H: 7.412 1.985 -0.562
H: 6.909 0.648 -3.232
H: 5.820 0.620 -1.824
H: 7.440 -0.075 -1.709
H: 8.114 4.152 -0.694
H: 7.979 4.448 -2.390
H: 10.496 4.141 -0.670
H: 9.718 5.643 -1.239
H: 11.543 6.357 -2.929
H: 12.458 5.096 -3.673
H: 12.564 5.240 -1.936
C: 3.917 2.292 0.877
C: 2.668 2.287 -0.013
O: 1.504 2.324 0.556
O: 2.929 2.364 -1.255
H: 3.842 1.728 1.831
H: 4.146 3.285 1.200
H: 4.772 2.001 0.234
C: -6.381 -4.175 -3.601
C: -5.213 -3.144 -3.408
O: -4.387 -3.408 -2.490
O: -5.064 -2.219 -4.247
H: -7.255 -3.765 -4.135
H: -6.749 -4.625 -2.715
H: -6.021 -5.052 -4.125
C: -0.710 0.389 0.364
C: -1.938 1.272 0.332
O: -2.414 1.599 -0.798
O: -2.296 1.623 1.464
H: -0.263 0.136 -0.587
H: -1.005 -0.572 0.834
H: 0.214 0.759 0.851

Atoms 1-6, force components in eV/Å:
0.9779 0.3623 -1.0924
0.8326 -0.2367 1.6987
1.0083 -0.1448 -0.9493
-0.4465 0.5920 0.6464
-0.0822 1.3295 0.5142
-1.1453 -0.9549 -0.1696

Output
Charge: +5


The following is a DFT calculation (the ωB97M-V functional and the def2-TZVPD basis) of a cluster of 5 separate species, C59H103ClN2O13S in total.

Geometry (Å):
C: 9.316 1.619 3.672
C: 10.439 2.432 3.013
C: 10.295 2.558 1.487
C: 10.659 3.949 0.956
C: 9.514 4.959 1.011
C: 8.354 4.647 0.068
C: 7.133 5.553 0.312
C: 5.976 4.801 0.961
C: 4.740 5.669 1.202
C: 3.858 5.863 -0.053
C: 2.423 5.410 0.069
C: 1.422 6.344 -0.162
C: 0.078 6.045 -0.034
C: -0.953 7.124 -0.232
Cl: -1.504 7.611 1.436
C: -2.123 6.726 -1.123
C: -3.468 7.400 -0.855
C: -0.287 4.754 0.326
C: 0.677 3.795 0.526
C: 2.027 4.121 0.406
S: 3.209 2.833 0.689
C: 2.362 2.017 2.006
C: 3.066 1.482 3.074
C: 2.375 0.851 4.092
C: 0.993 0.787 4.061
C: 0.297 1.338 3.000
C: 0.978 1.932 1.951
N: 0.253 2.463 0.836
C: 0.225 1.612 -0.377
C: 0.001 0.132 -0.088
C: 1.290 -0.699 -0.092
N: 1.833 -0.980 -1.416
C: 1.164 -2.078 -2.096
C: 1.462 -3.451 -1.535
C: 0.407 -4.341 -1.414
C: 0.586 -5.643 -0.945
C: 1.851 -6.073 -0.584
C: 2.919 -5.195 -0.686
C: 2.739 -3.904 -1.162
O: 3.848 -3.081 -1.248
H: 8.471 2.255 3.930
H: 9.662 1.115 4.573
H: 8.971 0.844 2.986
H: 10.484 3.428 3.459
H: 11.391 1.953 3.248
H: 9.284 2.274 1.194
H: 10.957 1.829 1.013
H: 11.480 4.330 1.570
H: 11.047 3.878 -0.063
H: 9.907 5.943 0.743
H: 9.128 5.007 2.034
H: 8.690 4.718 -0.968
H: 8.042 3.611 0.216
H: 7.424 6.401 0.936
H: 6.782 5.940 -0.648
H: 5.710 3.968 0.305
H: 6.304 4.345 1.900
H: 4.135 5.213 1.987
H: 5.068 6.647 1.554
H: 3.799 6.933 -0.250
H: 4.335 5.415 -0.928
H: 1.699 7.358 -0.423
H: -0.461 8.008 -0.626
H: -2.253 5.645 -1.106
H: -1.831 6.974 -2.147
H: -3.973 6.958 -0.001
H: -3.344 8.464 -0.652
H: -4.097 7.305 -1.738
H: -1.327 4.493 0.463
H: 4.144 1.565 3.106
H: 2.921 0.430 4.925
H: 0.464 0.309 4.873
H: -0.783 1.308 2.950
H: 1.139 1.743 -0.969
H: -0.596 1.989 -0.990
H: -0.669 -0.266 -0.854
H: -0.515 -0.008 0.862
H: 1.111 -1.653 0.405
H: 2.058 -0.182 0.485
H: 1.791 -0.157 -2.003
H: 1.446 -2.055 -3.151
H: 0.070 -1.971 -2.067
H: -0.586 -4.008 -1.689
H: -0.272 -6.300 -0.876
H: 1.999 -7.084 -0.228
H: 3.903 -5.543 -0.399
H: 4.182 -3.125 -2.149
C: -3.470 -11.479 2.863
O: -2.107 -11.131 2.920
C: -1.382 -11.580 1.790
C: -0.118 -10.774 1.601
O: -0.330 -9.495 1.027
C: -0.810 -8.468 1.881
C: 0.248 -7.884 2.788
O: 0.488 -8.728 3.900
C: 1.741 -8.486 4.498
H: -3.608 -12.567 2.850
H: -3.948 -11.075 3.753
H: -3.952 -11.051 1.976
H: -1.997 -11.498 0.886
H: -1.109 -12.636 1.929
H: 0.501 -11.307 0.877
H: 0.436 -10.704 2.539
H: -1.680 -8.798 2.451
H: -1.132 -7.674 1.203
H: -0.085 -6.901 3.150
H: 1.170 -7.746 2.210
H: 2.557 -8.642 3.783
H: 1.852 -9.189 5.320
H: 1.807 -7.465 4.892
C: 5.954 -6.100 -5.175
O: 6.862 -6.052 -4.099
C: 6.291 -5.502 -2.927
C: 7.021 -5.972 -1.691
O: 6.674 -7.284 -1.284
C: 7.254 -8.363 -1.996
C: 8.691 -8.646 -1.623
O: 9.567 -7.722 -2.240
C: 10.822 -7.661 -1.604
H: 5.622 -5.096 -5.467
H: 6.469 -6.557 -6.017
H: 5.074 -6.704 -4.925
H: 5.231 -5.775 -2.843
H: 6.364 -4.405 -2.981
H: 6.708 -5.330 -0.865
H: 8.100 -5.862 -1.820
H: 7.160 -8.227 -3.076
H: 6.665 -9.237 -1.709
H: 8.947 -9.664 -1.949
H: 8.793 -8.595 -0.531
H: 10.720 -7.366 -0.554
H: 11.416 -6.913 -2.125
H: 11.344 -8.625 -1.652
C: -9.014 3.907 -0.230
O: -8.028 4.161 0.746
C: -8.584 4.549 1.988
C: -7.616 4.298 3.120
O: -7.532 2.940 3.519
C: -6.758 2.072 2.710
C: -5.267 2.210 2.907
O: -4.772 3.347 2.227
C: -3.518 3.768 2.714
H: -9.607 4.802 -0.451
H: -8.501 3.594 -1.138
H: -9.688 3.105 0.090
H: -9.511 3.994 2.180
H: -8.823 5.622 1.961
H: -7.997 4.825 3.998
H: -6.631 4.704 2.879
H: -7.014 2.177 1.653
H: -7.039 1.066 3.030
H: -4.772 1.309 2.518
H: -5.053 2.287 3.981
H: -3.569 4.017 3.780
H: -3.234 4.662 2.161
H: -2.750 2.999 2.563
C: -11.422 6.622 -6.394
O: -11.904 5.486 -5.715
C: -10.892 4.816 -4.986
C: -11.484 3.973 -3.881
O: -11.886 4.711 -2.739
C: -13.087 5.459 -2.831
C: -14.344 4.623 -2.765
O: -14.604 3.997 -4.007
C: -15.479 2.900 -3.884
H: -10.664 6.354 -7.139
H: -12.268 7.081 -6.901
H: -10.990 7.348 -5.695
H: -10.195 5.541 -4.549
H: -10.329 4.161 -5.666
H: -10.693 3.311 -3.520
H: -12.298 3.353 -4.262
H: -13.095 6.094 -3.720
H: -13.080 6.106 -1.951
H: -15.189 5.276 -2.504
H: -14.232 3.870 -1.976
H: -15.068 2.138 -3.211
H: -15.601 2.467 -4.875
H: -16.462 3.210 -3.509

Atoms 1-6, force components in eV/Å:
0.2656 0.0296 -0.1758
-0.1484 -0.1411 0.0859
0.2777 -0.0009 0.0464
-0.0411 -0.0390 0.1347
0.0076 -0.1958 -0.2490
-0.0779 -0.0108 0.1980

Output
SMILES string: CCCCCCCCCCc1cc([C@H](Cl)CC)cc2c1Sc1ccccc1N2CCCNCc1ccccc1O.COCCOCCOC.COCCOCCOC.COCCOCCOC.COCCOCCOC


| no. | E (eV) | Kohn-Sham gap (hartree) |
| --- | --- | --- |
| 1 | -89874.7691 | 0.21221 |
| 2 | -115802.8861 | 0.31814 |